Record 1
The following is a quantum chemistry calculation of a cluster of 2 separate species, C6H15N2 in total, from the Open Molecules 2025 dataset.

## Properties
* DFT total energy: -346.8472 Eh
* spin multiplicity: 1
* lowest unoccupied orbital energy: -0.1253 Eh
* net charge: +1

```
23
Properties=species:S:1:pos:R:3:forces:R:3:nbo_charge:R:1
C -2.571246 -1.628207 -0.566250 -0.1 -0.2 0.2 -0.58
C -1.633251 -1.555637 -1.792810 1.0 -0.3 1.8 -0.44
C -0.884591 -0.234832 -1.835267 -0.1 -0.6 -0.8 -0.17
C 0.418617 -0.094203 -1.709635 2.5 -1.2 1.9 -0.42
H -3.330004 -0.837019 -0.644172 0.1 -0.3 0.2 0.22
H -3.086477 -2.614122 -0.475340 0.4 0.8 -0.1 0.23
H -2.000443 -1.459904 0.390720 -0.6 -0.2 -0.9 0.15
H -2.179943 -1.660748 -2.708355 -0.4 -0.1 -0.5 0.24
H -0.908803 -2.419280 -1.722230 -0.6 1.0 -0.2 0.21
H -1.393682 0.660216 -2.166244 -0.5 -0.1 -0.2 0.21
H 0.955413 0.820665 -1.973141 -0.3 -0.1 0.3 0.21
H 1.107549 -0.904047 -1.180155 -1.5 1.3 -1.7 0.17
C 2.750878 2.046305 1.186292 -0.1 -0.2 1.2 -0.41
N 1.422082 1.594585 1.621920 1.1 -1.0 -0.5 -0.49
C 1.018685 0.373445 1.473122 0.7 0.0 0.0 0.41
N -0.103996 -0.090597 1.942361 -0.8 0.1 0.0 -0.71
H 3.132017 2.726139 1.952130 0.2 -0.2 -0.2 0.24
H 2.650650 2.565047 0.274392 0.0 0.6 -1.1 0.23
H 3.396809 1.176580 1.061768 0.0 0.2 0.1 0.23
H 0.809055 2.220056 2.073072 -0.6 1.0 0.5 0.41
H 1.670765 -0.353835 1.003576 0.1 0.2 -0.2 0.23
H -0.771221 0.549130 2.355610 -0.1 -0.2 0.0 0.42
H -0.468856 -0.879733 1.438644 -0.3 -0.4 0.3 0.43
```
Forces are in eV/Å.



Record 2
The following is a quantum chemistry calculation of a structure of composition C39H39Br2N2O4PSn, from the Open Molecules 2025 dataset.

## Properties
* DFT total energy: -7623.1315 Eh
* spin multiplicity: 1
* lowest unoccupied orbital energy (alpha / beta): -0.3010 / -0.2671 Eh
* net charge: +2

```
88
Properties=species:S:1:pos:R:3:forces:R:3:mulliken_charge:R:1
Sn 0.027223 0.354755 -0.922935 -0.8 0.3 0.2 1.78
C 0.971755 2.688128 7.004802 0.1 -0.1 -0.2 -1.59
C 1.973940 3.065389 5.900485 0.0 0.5 0.2 1.81
C 3.337138 2.462346 6.242916 -0.2 0.0 -0.1 -2.06
C 2.115772 4.609808 5.865535 0.0 -0.2 0.0 -1.52
C 1.465432 2.680488 4.536652 -0.1 -0.1 -0.1 -0.18
C 2.292902 2.058271 3.577077 0.1 -0.1 0.0 -0.23
C 1.799958 1.805714 2.338492 0.1 0.0 -0.1 -0.39
Br 2.866824 0.959293 1.032597 -0.1 0.8 0.7 -0.13
C 0.452963 2.144841 1.927487 0.3 0.1 0.2 0.82
O 0.120505 1.989466 0.723164 -0.3 -0.1 -0.7 -0.97
C -0.414141 2.727897 2.938803 0.0 0.1 0.0 -0.13
C 0.145077 2.999112 4.163765 -0.1 -0.1 -0.1 -0.33
C -1.849052 3.173746 2.674019 -0.1 0.2 0.0 2.06
C -2.505434 2.564840 1.428043 0.1 -0.1 0.0 -1.91
C -1.799511 4.707153 2.494806 -0.1 -0.2 -0.1 -1.57
C -2.744322 2.838302 3.881769 0.1 0.0 -0.1 -1.80
H 1.379017 2.992823 7.967452 0.0 0.0 0.0 0.47
H 0.812584 1.609247 7.022612 0.0 0.0 0.1 0.38
H 0.008602 3.180844 6.886574 0.0 0.0 0.0 0.34
H 3.609125 2.769122 7.251153 0.0 0.0 0.0 0.44
H 4.119260 2.816173 5.570712 0.0 0.0 0.0 0.39
H 3.307141 1.371816 6.220959 0.1 0.0 0.0 0.44
H 2.531253 4.939341 6.817414 0.0 0.1 0.0 0.46
H 1.152387 5.097197 5.719894 0.0 0.0 0.0 0.36
H 2.788954 4.917437 5.064922 0.0 0.1 0.0 0.37
H 3.308526 1.782831 3.820059 0.0 0.0 0.0 0.54
H -0.474893 3.493380 4.895056 0.0 0.0 0.0 0.40
H -2.053578 2.934217 0.511018 0.0 0.0 0.0 0.33
H -3.556618 2.850391 1.417847 0.0 0.0 0.0 0.50
H -2.447487 1.472693 1.437466 -0.1 0.0 0.0 0.28
H -1.154818 4.976273 1.657347 0.0 0.1 0.0 0.35
H -1.423688 5.195807 3.392980 0.0 0.0 0.0 0.35
H -2.805124 5.075715 2.292300 0.0 0.1 0.0 0.44
H -2.663935 1.783275 4.147098 0.0 0.0 0.0 0.39
H -3.780737 3.050965 3.625068 0.0 0.0 0.0 0.48
H -2.503174 3.436594 4.758295 0.0 0.0 0.0 0.40
Br 2.853900 -1.707671 -0.463204 0.8 -0.7 -1.0 0.07
C 2.993234 -0.413850 -1.840919 0.2 -0.4 0.1 -0.05
C 4.199723 -0.182455 -2.471997 -0.1 0.0 0.0 -0.75
C 4.205330 0.695222 -3.551111 -0.1 0.0 0.1 -0.57
C 3.016850 1.277286 -3.966829 0.0 -0.1 0.1 -0.74
C 1.872838 1.011726 -3.238820 0.1 0.2 -0.5 0.45
N 1.863417 0.191740 -2.178975 0.8 0.2 -0.3 0.51
C 0.513800 1.568514 -3.627447 0.4 -0.2 -0.4 0.28
O 0.286412 1.906937 -4.758995 0.2 0.1 0.3 -0.59
O -0.309193 1.534261 -2.630592 -0.9 0.0 1.1 -0.64
H 5.102159 -0.669252 -2.133468 0.0 -0.1 0.0 0.57
H 5.130614 0.901408 -4.071005 0.0 0.0 0.0 0.49
H 2.962135 1.932157 -4.824063 -0.1 0.0 0.0 0.61
O 0.209091 -1.998003 1.134512 -0.5 0.0 0.5 -0.39
N -0.435534 -2.768532 0.182817 0.3 -0.3 -0.2 0.19
C -1.584461 -3.201769 0.516117 0.0 0.1 0.3 -0.76
C -2.309947 -3.958692 -0.494504 0.0 -0.1 -0.6 0.59
C -3.215914 -4.954000 -0.140126 0.2 0.1 0.1 -0.84
C -3.772281 -5.757542 -1.120389 -0.1 0.0 -0.1 -0.58
C -3.449656 -5.557701 -2.454881 0.0 0.0 0.0 -0.82
C -2.581695 -4.540655 -2.827349 0.0 0.1 0.0 -0.51
C -2.008009 -3.739481 -1.850639 0.0 0.2 0.7 0.37
P -0.887224 -2.389152 -2.327212 -0.4 -0.7 -1.0 0.52
C 0.578620 -3.171728 -2.990325 -0.1 0.3 0.2 0.72
C 1.306195 -2.549864 -4.011073 0.1 0.0 0.1 -0.33
C 2.395756 -3.198122 -4.564031 0.0 0.0 0.0 -1.10
C 2.773398 -4.449446 -4.092134 0.0 0.0 0.0 -0.74
C 2.084891 -5.042908 -3.040151 0.0 -0.1 0.0 -0.79
C 0.992934 -4.405894 -2.481366 0.0 0.0 0.0 -0.59
C -1.759477 -1.541866 -3.679029 0.3 0.1 0.3 1.28
C -2.672733 -0.551780 -3.312867 0.0 0.0 0.1 -0.72
C -3.393314 0.125295 -4.278135 0.0 0.0 0.0 -0.76
C -3.198857 -0.178406 -5.619164 0.0 0.0 0.1 -0.63
C -2.302110 -1.171333 -5.986453 0.0 -0.1 -0.1 -0.84
C -1.573132 -1.855101 -5.028211 0.0 0.0 0.0 -0.23
H 1.144014 -2.243229 1.071185 -0.3 0.1 -0.1 0.24
H -2.007744 -3.054810 1.507911 0.1 0.0 0.1 0.49
H -3.446274 -5.121665 0.904001 0.0 0.0 0.0 0.47
H -4.459882 -6.544179 -0.844047 0.0 0.0 0.0 0.43
H -3.885344 -6.190963 -3.215235 0.0 0.0 0.0 0.46
H -2.359108 -4.374872 -3.873522 0.0 0.0 0.0 0.45
H 1.001951 -1.578957 -4.379335 0.0 0.0 -0.1 0.77
H 2.947658 -2.734091 -5.370129 0.0 0.0 0.0 0.53
H 3.613821 -4.960167 -4.541821 0.0 0.0 0.0 0.46
H 2.395596 -6.008251 -2.665298 0.0 0.0 0.0 0.48
H 0.449870 -4.861896 -1.663329 0.0 0.0 0.0 0.43
H -2.812003 -0.307914 -2.263707 -0.1 0.0 0.0 0.50
H -4.088313 0.900727 -3.989945 0.0 0.0 0.0 0.45
H -3.745238 0.362931 -6.378585 0.0 0.0 0.0 0.45
H -2.161096 -1.414985 -7.030801 0.0 0.0 0.0 0.46
H -0.885462 -2.632742 -5.329049 0.0 0.0 0.0 0.51
```
Forces are in eV/Å.



Record 3
The following is a quantum chemistry calculation of a cluster of 2 separate species, C23H21O5 in total, from the Open Molecules 2025 dataset.

## Properties
* DFT total energy: -1265.2519 Eh
* spin multiplicity: 1
* lowest unoccupied orbital energy: 0.0499 Eh
* net charge: -1

```
49
Properties=species:S:1:pos:R:3:forces:R:3:nbo_charge:R:1
C 0.069995 -0.452537 3.905421 0.1 -0.4 -0.1 -0.60
C 0.014246 1.027929 3.896302 -1.0 0.8 -0.1 -0.41
C 1.297828 1.662848 3.849277 -1.6 -0.1 0.2 0.52
C 1.459984 3.147219 3.847555 -0.3 1.1 -0.3 -0.71
O 2.308518 0.972639 3.805245 1.8 -0.9 -0.1 -0.71
C -1.217809 1.760426 3.983212 1.9 -1.0 -0.1 0.52
C -2.546838 1.083656 3.856946 -0.6 -0.8 0.0 -0.69
O -1.236796 2.971790 4.155566 -1.2 1.9 0.3 -0.71
H -0.900288 -0.941905 3.874686 -0.1 0.0 0.0 0.18
H 0.651016 -0.804473 3.053394 0.2 -0.3 -0.1 0.18
H 0.585142 -0.789563 4.805282 0.2 -0.3 0.0 0.19
H 0.505785 3.672362 3.808929 0.3 -0.1 0.1 0.26
H 1.987692 3.463341 4.747876 0.2 -0.1 0.1 0.20
H 2.045922 3.449916 2.979719 0.3 -0.1 0.0 0.19
H -2.486164 0.000666 3.817609 -0.1 -0.1 0.0 0.19
H -3.178531 1.344522 4.705213 0.0 0.2 0.0 0.21
H -3.040458 1.418899 2.945740 0.0 0.2 -0.1 0.22
C 3.715471 -5.068472 -2.552760 0.1 -0.1 0.0 -0.25
O 2.937121 -4.988264 -1.384307 -0.6 0.9 0.4 -0.50
C 2.340221 -3.754373 -1.154163 -0.2 0.1 0.2 0.30
C 2.501956 -2.612790 -1.954668 0.6 -1.2 0.0 -0.27
C 1.836385 -1.453156 -1.660489 -0.7 0.5 0.7 -0.13
C 0.978450 -1.358914 -0.556600 0.5 -0.5 -0.4 -0.12
C 0.200438 -0.151587 -0.294427 -0.5 0.2 -0.5 0.00
C -0.567786 0.483918 -1.206890 0.8 -0.8 0.5 -0.24
C -1.333477 1.702320 -0.943087 0.1 0.6 1.6 0.52
O -1.409269 2.276747 0.120750 -0.1 0.1 -0.4 -0.49
C -1.992324 2.076111 -2.204251 -0.3 0.1 -0.9 -0.12
C -1.719646 1.107891 -3.166150 -0.5 0.7 -0.1 -0.05
C -2.221150 1.226327 -4.449413 0.1 -0.3 0.0 -0.20
C -2.991102 2.329903 -4.760230 0.0 -0.1 -0.1 -0.20
C -3.258041 3.298977 -3.805449 0.0 0.1 0.1 -0.20
C -2.763063 3.179766 -2.520845 0.1 0.0 0.3 -0.16
C -0.859000 0.067530 -2.581887 0.5 -0.8 -0.2 0.50
O -0.481981 -0.940162 -3.137515 -0.2 -0.1 -0.5 -0.54
C 0.849274 -2.486541 0.263059 -0.1 0.8 -0.2 -0.16
C 1.503734 -3.650379 -0.033802 0.6 -0.9 -0.5 -0.25
H 4.114041 -6.080504 -2.630033 -0.1 0.1 0.2 0.19
H 3.094557 -4.864282 -3.425801 0.1 0.1 -0.2 0.18
H 4.545853 -4.364970 -2.491358 0.1 0.1 -0.2 0.17
H 3.150442 -2.652892 -2.812515 0.1 0.1 -0.2 0.21
H 1.946074 -0.593257 -2.299467 0.1 0.1 -0.1 0.21
H 0.208978 0.260861 0.701271 0.0 0.1 0.5 0.26
H -2.003630 0.467499 -5.180896 0.0 -0.2 -0.2 0.23
H -3.386825 2.441146 -5.755867 -0.1 0.0 -0.2 0.21
H -3.856242 4.155373 -4.069436 -0.1 0.1 0.0 0.21
H -2.957393 3.927103 -1.772438 -0.1 0.2 0.2 0.23
H 0.182772 -2.441481 1.105056 -0.1 0.0 0.3 0.23
H 1.375901 -4.527160 0.576627 0.0 -0.2 0.2 0.22
```
Forces are in eV/Å.